Density functional theory data (ωB97M-V with the def2-TZVPD basis set) for a structure of composition C23H36BrF12IO8Si.

Structure (XYZ):
```
82
Properties=species:S:1:pos:R:3:forces:R:3:lowdin_charge:R:1
C -3.95326 4.48582 2.90344 0.0 -0.2 -0.2 -0.104
C -5.08975 4.43213 1.88931 -0.1 -0.2 0.1 -0.380
C -4.74859 3.48155 0.72677 -0.3 0.2 0.0 -0.825
I -6.34302 2.04899 0.40065 0.1 0.0 0.0 0.771
Si -4.38858 4.28760 -0.95967 0.0 -0.2 0.0 0.522
C -3.76834 6.05505 -0.82026 0.0 0.1 0.0 -0.188
C -3.23972 3.14961 -1.93419 -0.2 0.0 0.3 -0.329
C -1.91400 2.72996 -1.30018 0.2 0.2 -0.4 -0.774
C -1.22878 3.75189 -0.42444 0.2 -0.1 0.0 -0.155
Br -2.14891 1.07094 -0.28395 0.0 -0.2 0.2 0.731
H -3.03753 4.86293 2.44785 0.1 0.1 0.1 0.066
H -3.74154 3.47392 3.25227 0.0 0.0 0.1 0.079
H -4.21004 5.09385 3.76666 0.0 0.1 0.0 0.073
H -5.31680 5.43076 1.51826 -0.1 0.1 0.0 0.084
H -5.98648 4.08558 2.39842 -0.1 0.0 0.0 0.064
H -3.93615 2.82772 1.02743 0.1 -0.1 0.0 -0.027
H -5.65733 4.33833 -1.71965 0.0 0.0 0.0 -0.008
H -4.36437 6.66955 -1.49532 0.0 0.1 0.0 0.027
H -2.72838 6.17469 -1.11475 0.1 -0.1 0.0 0.012
H -3.87494 6.48357 0.17446 0.0 0.0 0.1 0.024
H -3.82969 2.25413 -2.13486 0.0 0.0 -0.2 0.051
H -3.03970 3.60461 -2.90618 0.1 0.1 0.0 0.075
H -1.22048 2.45210 -2.08902 0.0 -0.2 0.0 0.064
H -1.78970 3.96863 0.48363 -0.1 0.1 0.0 0.059
H -1.07293 4.65835 -1.00530 -0.1 0.1 0.0 0.055
H -0.24806 3.38671 -0.12159 0.0 0.0 0.0 0.080
C -3.26869 -2.46531 0.84079 0.0 -0.2 0.0 -0.057
C -1.75910 -2.43493 0.91750 -0.1 0.4 0.0 -0.209
O -1.21767 -3.75446 1.17493 0.1 -0.1 0.0 0.019
C -1.11294 -4.54974 0.12389 0.0 0.1 0.0 -0.403
O -1.40645 -4.30993 -1.00886 0.0 0.0 0.0 0.178
C -0.48643 -5.89544 0.54539 -0.2 0.1 0.0 -0.549
F -1.03685 -6.36189 1.66856 0.0 -0.1 0.0 0.171
F 0.82737 -5.72868 0.76737 0.1 0.0 0.0 0.146
F -0.63667 -6.79644 -0.41265 0.0 -0.1 0.0 0.183
H -3.68846 -2.89491 1.75073 0.0 0.0 0.0 0.086
H -3.65091 -1.45138 0.72539 0.0 0.0 0.0 0.053
H -3.60693 -3.05705 -0.00864 0.0 0.0 0.0 0.083
H -1.42114 -1.82938 1.75573 0.0 -0.1 0.0 0.121
H -1.31587 -2.03667 0.00638 0.0 -0.1 0.0 0.106
C 2.03168 -4.55311 3.58560 0.2 0.1 0.1 -0.044
C 1.10073 -3.38232 3.79418 -0.2 -0.3 -0.1 -0.183
O 1.75461 -2.31173 4.51290 0.0 0.1 0.0 0.039
C 2.51951 -1.51638 3.78584 -0.1 0.0 0.0 -0.404
O 2.71465 -1.56724 2.60695 0.0 0.0 0.0 0.168
C 3.12467 -0.41732 4.68736 0.0 -0.1 -0.1 -0.557
F 3.61088 -0.92835 5.81863 0.1 0.0 0.1 0.172
F 2.17425 0.47277 5.00142 0.0 0.1 0.1 0.166
F 4.10026 0.21541 4.05148 0.1 0.1 0.0 0.177
H 2.43410 -4.90467 4.53576 -0.1 0.0 0.0 0.090
H 1.49245 -5.37068 3.11390 0.0 0.0 0.0 0.066
H 2.87110 -4.27990 2.94626 0.0 0.0 0.0 0.073
H 0.25237 -3.65911 4.41586 0.0 0.1 0.1 0.130
H 0.72134 -2.99831 2.84930 0.1 0.1 0.0 0.106
C -0.28785 4.13034 -7.09359 0.0 0.1 0.1 -0.057
C 0.91792 3.82532 -6.23431 0.0 -0.2 -0.2 -0.185
O 1.19136 4.90819 -5.31405 0.0 0.0 0.0 0.041
C 0.47087 4.93339 -4.21093 0.0 0.0 -0.1 -0.393
O -0.38051 4.15972 -3.87764 0.0 0.0 0.1 0.159
C 0.91003 6.12996 -3.33686 -0.1 -0.1 -0.1 -0.553
F 1.04296 7.23747 -4.06337 0.0 0.1 0.0 0.178
F 2.08198 5.85396 -2.75886 0.1 0.0 0.1 0.176
F 0.01143 6.35567 -2.38336 0.0 0.1 0.1 0.163
H -0.15097 5.07409 -7.62127 0.0 0.0 0.0 0.085
H -0.42371 3.33792 -7.82842 0.0 0.0 0.0 0.085
H -1.19317 4.19882 -6.49198 0.0 0.0 0.0 0.078
H 1.82120 3.74476 -6.83327 0.0 0.1 0.0 0.127
H 0.79046 2.90379 -5.66885 0.0 0.0 0.1 0.126
C 3.87629 -4.91388 -0.33460 0.1 0.1 0.0 -0.052
C 4.25352 -6.35618 -0.09031 -0.3 0.0 -0.1 -0.187
O 5.68514 -6.50861 0.03404 0.1 0.0 0.1 0.036
C 6.19336 -6.21601 1.21908 0.0 0.0 0.0 -0.404
O 5.60620 -5.85760 2.19703 0.0 0.0 0.0 0.166
C 7.72029 -6.45074 1.19735 -0.2 0.0 0.0 -0.557
F 8.27600 -5.92814 0.10297 0.1 0.0 -0.1 0.170
F 7.96947 -7.76585 1.20916 0.1 -0.1 0.0 0.168
F 8.28565 -5.90408 2.26380 0.1 0.0 0.1 0.178
H 4.38150 -4.52461 -1.21864 0.0 0.0 0.0 0.086
H 2.80137 -4.83541 -0.48508 0.0 0.0 0.0 0.067
H 4.14799 -4.28812 0.51515 0.0 0.0 0.0 0.076
H 3.97897 -6.98712 -0.93207 0.1 0.0 0.0 0.128
H 3.77746 -6.74887 0.80713 0.0 0.0 0.0 0.121
```
Positions in Å, forces in eV/Å.

Properties
- Gap between HOMO and LUMO: 0.350 Ha
- Total charge: 0
- LUMO energy: 0.412 eV